Entry 1:
The following is a DFT calculation (wB97M-V/def2-TZVPD) of 5 unconnected molecules or ions with the total composition C2H15NO4 in a non-equilibrium geometry.

Output
E_LUMO, eV: 0.481
Electronic energy, hartree: -440.88650
Gap between HOMO and LUMO, Ha: 0.3854
Energy above the lowest of the compared OMol25 structures with the same formula, charge and spin, kJ/mol: 98.37
HOMO level, eV: -10.007

Structure (ORCA input):
```
! wB97M-V def2-TZVPD RIJCOSX def2/J DEFGRID3
* xyz 0 1
O 1.138 -0.724 -1.739
O 0.411 2.457 3.671
O 2.106 -0.289 -6.903
O -2.834 0.390 -1.166
N 0.697 0.234 1.030
C -1.247 -0.793 2.056
C 0.296 -0.799 1.943
H -1.586 0.222 2.266
H -1.633 -1.456 2.825
H 0.171 1.742 4.271
H 1.532 -0.043 -2.293
H -0.221 2.438 2.949
H 1.152 -0.326 -6.787
H 0.736 -0.818 2.942
H 2.467 -0.503 -6.035
H 1.089 -0.301 -0.861
H -2.703 0.407 -2.118
H 1.707 0.351 1.042
H -2.503 -0.462 -0.871
H 0.510 -1.779 1.511
H -1.586 -1.093 1.067
H 0.302 1.145 1.204
*
```

=====

Entry 2:
The following is a DFT calculation (wB97M-V/def2-TZVPD) of 5 unconnected molecules or ions with the total composition C2H15NO4 in a non-equilibrium geometry.

Output
E_LUMO (spin up / spin down), eV: -3.859 / -9.432
Electronic energy, hartree: -440.53161
Gap between HOMO and LUMO (spin up / spin down), Ha: 0.3944 / 0.1896
Energy above the lowest of the compared OMol25 structures with the same formula, charge and spin, kJ/mol: 164.18
⟨S²⟩: 0.75
HOMO level (spin up / spin down), eV: -14.591 / -14.591

Structure (ORCA input):
```
! wB97M-V def2-TZVPD RIJCOSX def2/J DEFGRID3
* xyz 1 2
O -1.428 2.702 -1.731
O -3.043 -1.790 1.454
O 1.426 1.977 3.017
O 1.810 1.457 -1.797
N -0.327 -0.152 -0.702
C 1.400 -1.722 -0.053
C -0.093 -1.337 0.110
H -0.812 -2.104 -0.194
H -0.599 0.615 -0.063
H -0.273 -1.038 1.143
H 1.815 -1.429 -1.015
H -3.322 -1.016 0.998
H 1.991 -1.077 0.611
H -1.722 2.122 -2.451
H 2.049 1.840 2.304
H -1.021 -0.240 -1.446
H 1.092 1.060 -1.255
H 1.756 0.979 -2.631
H 1.651 -2.728 0.261
H 1.933 1.596 3.720
H -3.830 -2.321 1.576
H -0.453 2.603 -1.855
*
```

=====

Entry 3:
The following is a DFT calculation (wB97M-V/def2-TZVPD) of 5 unconnected molecules or ions with the total composition C2H15NO4 in a non-equilibrium geometry.

Output
E_LUMO (spin up / spin down), eV: -3.900 / -9.560
Electronic energy, hartree: -440.52814
Gap between HOMO and LUMO (spin up / spin down), Ha: 0.3989 / 0.1908
Energy above the lowest of the compared OMol25 structures with the same formula, charge and spin, kJ/mol: 173.27
⟨S²⟩: 0.76
HOMO level (spin up / spin down), eV: -14.753 / -14.753

Structure (ORCA input):
```
! wB97M-V def2-TZVPD RIJCOSX def2/J DEFGRID3
* xyz 1 2
O 1.178 1.939 -0.292
O 1.148 0.321 2.662
O -3.866 -3.000 -0.874
O -1.188 4.115 0.848
N -0.021 -0.366 -0.158
C 0.476 -1.230 -1.212
C 1.988 -1.079 -1.353
H 0.277 -2.304 -1.031
H 0.315 0.031 3.003
H -0.452 3.888 1.439
H -3.831 -2.662 0.007
H -2.989 -2.876 -1.220
H -1.029 -0.473 -0.062
H 2.531 -1.592 -0.564
H 2.326 -0.068 -1.557
H 2.290 -1.689 -2.214
H 0.506 2.603 -0.102
H 0.466 -0.637 0.708
H -2.033 3.844 1.217
H -0.119 -1.032 -2.108
H 0.693 1.095 -0.181
H 1.334 1.174 3.045
*
```

=====

Entry 4:
The following is a DFT calculation (wB97M-V/def2-TZVPD) of 5 unconnected molecules or ions with the total composition C2H15NO4S in a non-equilibrium geometry.

Output
E_LUMO, eV: 0.444
Electronic energy, hartree: -839.02526
Gap between HOMO and LUMO, Ha: 0.3424
Energy above the lowest of the compared OMol25 structures with the same formula, charge and spin, kJ/mol: 188.01
HOMO level, eV: -8.873

Structure (ORCA input):
```
! wB97M-V def2-TZVPD RIJCOSX def2/J DEFGRID3
* xyz 0 1
S 1.397 -2.521 -0.059
O -1.729 1.448 -0.513
O 0.314 2.640 0.471
O 0.099 0.771 2.283
O -2.925 0.800 2.079
N 0.662 0.648 -1.652
C 1.170 -0.755 -2.049
C 0.261 -1.821 -1.346
H 2.259 -0.953 -1.968
H 0.556 1.927 1.224
H -1.205 2.387 -0.591
H -0.984 0.671 2.232
H -3.128 -0.186 1.878
H 0.291 0.822 3.201
H -0.784 -1.428 -1.093
H 1.058 -0.761 -3.181
H 1.767 -1.331 0.437
H 1.224 1.223 -2.345
H -1.134 0.716 -0.773
H 0.089 -2.532 -2.121
H 0.660 3.473 0.913
H -3.012 1.128 1.149
H 0.697 0.823 -0.636
*
```

=====

Entry 5:
The following is a DFT calculation (wB97M-V/def2-TZVPD) of 6 unconnected molecules or ions with the total composition C2H16N2O4 in a non-equilibrium geometry.

Output
E_LUMO, eV: -5.405
Electronic energy, hartree: -495.88665
Gap between HOMO and LUMO, Ha: 0.1385
Energy above the lowest of the compared OMol25 structures with the same formula, charge and spin, kJ/mol: 1077.61
HOMO level, eV: -9.174

Structure (ORCA input):
```
! wB97M-V def2-TZVPD RIJCOSX def2/J DEFGRID3
* xyz 0 1
O 0.588 -0.721 -2.365
O -2.607 -0.289 1.490
O 1.463 1.983 2.161
O -3.662 -0.373 -0.845
N 1.970 -1.741 -0.306
N -0.280 0.378 0.718
C 2.589 -0.430 -0.177
C -0.805 1.134 -0.526
H -0.085 1.936 -0.920
H 0.560 -0.901 -3.291
H -1.675 1.648 -0.196
H 1.021 2.353 2.904
H 2.399 -2.665 -0.554
H 3.693 -0.598 -0.409
H -3.865 -1.276 -1.110
H 1.536 -1.422 -1.262
H -0.846 0.449 -1.398
H -3.012 -0.594 2.354
H -3.316 -0.414 0.139
H 0.246 -0.438 0.402
H 0.665 1.523 1.750
H 2.098 0.414 -0.722
H 2.543 -0.089 1.078
H -1.220 0.133 1.084
*
```

=====

Entry 6:
The following is a DFT calculation (wB97M-V/def2-TZVPD) of 6 unconnected molecules or ions with the total composition C2H16N2O4 in a non-equilibrium geometry.

Output
E_LUMO, eV: -5.113
Electronic energy, hartree: -495.96800
Gap between HOMO and LUMO, Ha: 0.1548
Energy above the lowest of the compared OMol25 structures with the same formula, charge and spin, kJ/mol: 864.03
HOMO level, eV: -9.324

Structure (ORCA input):
```
! wB97M-V def2-TZVPD RIJCOSX def2/J DEFGRID3
* xyz 0 1
O -1.558 0.499 -0.058
O 0.554 1.872 1.401
O -0.354 -0.001 -2.254
O -0.592 -0.223 2.217
N 0.027 -2.350 -0.927
N 0.500 2.410 -1.285
C 0.194 -1.928 0.445
C 1.432 -1.065 0.524
H -0.770 -0.066 -3.121
H 0.068 1.067 1.735
H 1.365 -0.198 -0.130
H 0.606 2.055 0.445
H -0.738 -3.009 -1.007
H -1.179 0.528 0.827
H 0.192 1.491 -1.671
H -1.109 -0.206 3.034
H -1.037 0.439 -0.913
H -0.149 -1.517 -1.505
H 1.131 2.887 -1.917
H -0.059 3.063 -0.759
H 1.599 -0.729 1.550
H -0.681 -1.258 0.814
H 2.290 -1.644 0.187
H 0.333 -2.794 1.099
*
```

=====

Entry 7:
The following is a DFT calculation (wB97M-V/def2-TZVPD) of a molecular structure, C2H16O5S in a non-equilibrium geometry.

Output
E_LUMO, eV: -6.149
Electronic energy, hartree: -859.89545
Gap between HOMO and LUMO, Ha: 0.1285
Energy above the lowest of the compared OMol25 structures with the same formula, charge and spin, kJ/mol: 775.63
HOMO level, eV: -9.645

Structure (ORCA input):
```
! wB97M-V def2-TZVPD RIJCOSX def2/J DEFGRID3
* xyz 0 1
S 1.928 0.801 0.340
O -1.762 -0.176 -1.200
O 0.364 1.154 -2.107
O -1.885 1.253 0.739
O -0.797 -0.160 2.043
O -1.868 -2.136 0.569
C 1.994 2.389 1.159
C 1.275 -2.643 -0.933
H -1.884 -1.511 -0.166
H -1.680 2.169 0.448
H 0.597 -1.878 -0.554
H 0.080 0.000 1.695
H 3.046 2.698 1.253
H -1.362 0.476 1.553
H -1.934 0.679 -0.216
H 0.779 -3.577 -1.175
H -0.547 0.840 -1.878
H -1.442 -1.657 1.324
H 1.605 2.478 2.183
H 1.531 -2.248 -1.933
H 1.501 2.965 0.368
H -2.431 -0.132 -1.896
H 0.675 0.904 -1.228
H 2.219 -2.688 -0.389
*
```

=====

Entry 8:
The following is a DFT calculation (wB97M-V/def2-TZVPD) of 6 unconnected molecules or ions with the total composition C2H16O6.

Output
E_LUMO, eV: 0.212
Electronic energy, hartree: -537.20909
Gap between HOMO and LUMO, Ha: 0.3783
Energy above the lowest of the compared OMol25 structures with the same formula, charge and spin, kJ/mol: 94.73
HOMO level, eV: -10.082

Structure (ORCA input):
```
! wB97M-V def2-TZVPD RIJCOSX def2/J DEFGRID3
* xyz 0 1
O 0.140 -1.296 2.412
O 2.106 -1.194 -1.586
O -2.244 -1.957 0.988
O -0.668 2.391 2.316
O -0.602 -1.044 -1.001
O -0.542 -0.550 -3.773
C 0.791 2.141 0.288
C -0.539 1.872 1.008
H 0.207 -0.528 -1.025
H 2.624 -2.000 -1.601
H -0.588 -1.405 -3.338
H 0.402 -0.367 -3.706
H 0.838 3.093 -0.223
H -1.292 -0.476 -1.364
H -0.795 -1.507 2.258
H 0.163 2.378 2.799
H 0.286 -1.354 3.360
H -1.689 -1.730 0.216
H 1.599 2.187 1.025
H -1.860 -2.794 1.276
H -1.284 2.448 0.468
H 0.975 1.347 -0.427
H 2.670 -0.450 -1.358
H -0.695 0.795 0.988
*
```

=====

Q: Among the records above, which one has the highest electronic energy?
A: number 3

=====

Q: Among the records above, which one has the lowest energy above the lowest of the compared OMol25 structures with the same formula, charge and spin?
A: C2H16O6